# 1
Entry from the Open Molecules 2025 dataset: a 2-piece molecular cluster, CH7N3O overall (ωB97M-V/def2-TZVPD).

```
12
CH7N3O | the Open Molecules 2025 dataset | ωB97M-V/def2-TZVPD
C -0.784 1.451 -0.334
N -0.410 -0.062 1.347
N -1.240 0.427 0.561
N 1.250 -1.546 -1.075
O 0.794 0.171 1.491
H -0.831 -0.786 1.965
H 0.239 -1.464 -1.126
H 1.588 -0.848 -0.422
H 1.459 -2.465 -0.685
H -0.786 1.052 -1.348
H 0.219 1.801 -0.085
H -1.498 2.268 -0.289
```

Properties
SMILES ... C/N=[NH+]\[O-].N
E_HOMO ... -9.86 eV
Orbital gap ... 10.7 eV
Charge ... 0
Energy above the lowest of the compared OMol25 structures with the same formula, charge and spin ... 87.4 kcal/mol
LUMO ... 0.9 eV
DFT total energy ... -7665.737 eV

***

# 2
Entry from the Open Molecules 2025 dataset: C25H25N5Ti as an isolated structure (ωB97M-V/def2-TZVPD).

```
56
C25H25N5Ti | the Open Molecules 2025 dataset | ωB97M-V/def2-TZVPD
Ti -10.945 11.415 -10.636
N -12.538 12.346 -9.015
C -13.346 11.421 -8.482
C -13.934 11.499 -7.231
C -13.726 12.675 -6.500
C -12.941 13.669 -7.038
C -12.344 13.452 -8.267
H -13.532 10.540 -9.088
H -14.642 10.786 -6.840
H -14.171 12.741 -5.516
H -12.787 14.622 -6.551
H -11.847 14.275 -8.767
N -10.429 13.635 -11.411
C -9.179 14.101 -11.636
C -8.882 15.274 -12.291
C -9.967 16.060 -12.702
C -11.236 15.629 -12.456
C -11.438 14.398 -11.846
H -8.349 13.507 -11.269
H -7.862 15.581 -12.460
H -9.772 16.990 -13.222
H -12.063 16.258 -12.762
H -12.435 14.016 -11.664
N -11.301 8.960 -9.723
C -11.302 7.942 -10.601
C -11.026 6.635 -10.213
C -10.856 6.356 -8.861
C -10.834 7.412 -7.968
C -11.119 8.683 -8.433
H -11.463 8.272 -11.613
H -11.025 5.830 -10.933
H -10.721 5.324 -8.568
H -10.758 7.266 -6.898
H -11.148 9.508 -7.731
N -9.081 11.381 -9.241
C -8.863 12.396 -8.387
C -7.788 12.443 -7.513
C -6.909 11.370 -7.510
C -7.091 10.291 -8.375
C -8.217 10.364 -9.184
H -9.611 13.180 -8.381
H -7.634 13.247 -6.809
H -6.039 11.399 -6.864
H -6.428 9.443 -8.361
H -8.431 9.533 -9.854
N -10.114 10.436 -12.498
C -10.854 9.915 -13.501
C -10.327 9.570 -14.729
C -8.962 9.775 -14.942
C -8.177 10.279 -13.918
C -8.792 10.581 -12.713
H -11.911 9.768 -13.307
H -10.967 9.189 -15.512
H -8.559 9.472 -15.899
H -7.125 10.460 -14.080
H -8.186 10.932 -11.887
```

Properties
E_HOMO (alpha / beta) ... -6.77 / -12.11 eV
Orbital gap (alpha / beta) ... 4.6 / 10.1 eV
Charge ... +1
Multiplicity ... 4
Expectation value of S² ... 3.76
Energy above the lowest of the compared OMol25 structures with the same formula, charge and spin ... 8.8 kcal/mol
LUMO (alpha / beta) ... -2.2 / -2.1 eV
DFT total energy ... -56890.558 eV

***

# 3
Entry from the Open Molecules 2025 dataset: a 10-piece molecular cluster, C41H77FO11S overall (ωB97M-V/def2-TZVPD).

```
131
C41H77FO11S | the Open Molecules 2025 dataset | ωB97M-V/def2-TZVPD
C 3.807 -4.425 1.883
C 4.624 -3.267 1.377
C 5.725 -3.941 0.527
O 5.446 -5.337 0.484
C 4.642 -5.694 1.617
H 2.849 -4.418 1.366
H 3.521 -4.358 2.937
H 5.154 -2.642 2.101
H 4.049 -2.551 0.788
H 6.701 -3.903 1.033
H 5.871 -3.495 -0.456
H 5.288 -6.152 2.367
H 3.904 -6.449 1.330
C 4.166 6.042 -0.241
C 2.651 6.076 -0.492
C 2.204 4.887 0.391
O 3.230 3.926 0.237
C 4.475 4.606 0.204
H 4.440 6.787 0.505
H 4.738 6.315 -1.129
H 2.311 5.915 -1.509
H 2.274 6.984 -0.022
H 1.216 4.479 0.171
H 2.077 5.182 1.443
H 5.188 4.079 -0.434
H 5.080 4.617 1.121
C -1.447 -5.708 3.430
C -0.175 -6.549 3.362
C 0.645 -5.804 2.316
O 0.333 -4.441 2.569
C -1.007 -4.276 3.082
H -1.810 -5.640 4.460
H -2.270 -6.144 2.863
H -0.398 -7.616 3.396
H 0.340 -6.433 4.325
H 0.289 -6.068 1.315
H 1.700 -6.011 2.464
H -1.575 -3.913 2.225
H -0.989 -3.733 4.022
C -3.767 4.406 3.324
C -4.655 4.918 2.197
C -3.689 5.165 1.034
O -2.658 4.214 1.278
C -2.848 3.528 2.510
H -4.341 3.755 3.985
H -3.239 5.204 3.843
H -5.277 5.764 2.495
H -5.321 4.111 1.879
H -3.332 6.200 1.066
H -4.122 4.921 0.063
H -1.907 3.232 2.982
H -3.295 2.549 2.293
C 4.494 2.788 4.134
C 3.400 3.760 4.485
C 2.131 2.906 4.432
O 2.427 1.813 3.577
C 3.777 1.850 3.143
H 4.922 2.191 4.939
H 5.312 3.115 3.482
H 3.314 4.486 3.670
H 3.580 4.289 5.418
H 1.266 3.471 4.075
H 1.869 2.519 5.422
H 3.858 2.276 2.136
H 4.201 0.846 3.141
C -3.274 -0.700 -2.608
C -3.746 -2.008 -3.304
C -2.962 -1.964 -4.590
O -1.687 -1.446 -4.235
C -1.879 -0.425 -3.257
H -2.982 -0.875 -1.573
H -3.944 0.156 -2.608
H -4.828 -2.097 -3.327
H -3.344 -2.804 -2.676
H -3.354 -1.368 -5.417
H -2.859 -2.997 -4.932
H -1.870 0.548 -3.756
H -1.046 -0.466 -2.555
C -7.222 0.270 1.478
C -6.677 -0.542 0.319
C -5.358 0.227 -0.023
O -5.221 1.286 0.940
C -6.045 0.990 2.071
H -7.798 -0.273 2.229
H -7.903 0.998 1.025
H -7.326 -0.593 -0.549
H -6.427 -1.530 0.711
H -5.476 0.760 -0.966
H -4.499 -0.438 -0.067
H -6.317 1.901 2.604
H -5.419 0.395 2.749
C -1.250 3.216 -2.998
C 0.251 3.404 -3.065
C 0.615 2.823 -4.466
O -0.655 2.451 -5.051
C -1.695 3.206 -4.429
H -1.654 4.019 -2.368
H -1.483 2.315 -2.428
H 0.788 2.883 -2.270
H 0.620 4.430 -3.078
H 1.302 1.988 -4.526
H 0.962 3.696 -5.025
H -2.700 2.809 -4.561
H -1.627 4.201 -4.891
O 1.202 -5.287 -2.217
S 2.055 -4.307 -2.844
O 3.451 -4.225 -2.502
O 1.883 -4.478 -4.481
C 2.733 -5.389 -5.135
C 2.321 -5.321 -6.609
C 1.387 -2.646 -2.780
H 2.670 -6.394 -4.703
H 3.776 -5.061 -5.025
H 2.809 -5.982 -7.321
H 2.346 -4.273 -6.906
H 1.262 -5.598 -6.653
H 1.366 -2.350 -1.734
H 0.419 -2.685 -3.279
H 2.050 -2.007 -3.357
F 2.485 -0.365 1.293
C 1.185 -0.052 1.168
C 0.732 1.252 1.082
C -0.533 1.549 0.608
C -1.379 0.478 0.327
C -1.013 -0.851 0.447
C 0.306 -1.100 0.834
H 1.462 2.031 1.276
H -1.013 2.495 0.392
H -2.405 0.683 0.033
H -1.663 -1.672 0.177
H 0.728 -2.094 0.954
```

Properties
SMILES ... CCOS(C)(=O)=O.Fc1ccccc1.C1CCOC1.C1CCOC1.C1CCOC1.C1CCOC1.C1CCOC1.C1CCOC1.C1CCOC1.C1CCOC1
E_HOMO ... -8.83 eV
Orbital gap ... 9.4 eV
Charge ... 0
LUMO ... 0.5 eV
DFT total energy ... -79834.751 eV

***

# 4
Entry from the Open Molecules 2025 dataset: an isolated molecule of C2H3ClOS (ωB97M-V/def2-TZVPD).

```
8
C2H3ClOS | the Open Molecules 2025 dataset | ωB97M-V/def2-TZVPD
C 0.276 -0.216 0.297
C -1.083 0.068 -0.055
O 0.601 -1.227 0.835
S 1.418 1.038 -0.283
Cl 3.192 0.085 0.049
H -1.011 0.965 -0.798
H -1.538 -0.711 -0.756
H -1.855 -0.002 0.710
```

Properties
SMILES ... CC(=O)SCl
E_HOMO ... -9.83 eV
Orbital gap ... 9.7 eV
Charge ... 0
Energy above the lowest of the compared OMol25 structures with the same formula, charge and spin ... 10.3 kcal/mol
LUMO ... -0.2 eV
DFT total energy ... -27527.153 eV

***

# 5
Entry from the Open Molecules 2025 dataset: a 6-piece molecular cluster, C39H87BF2N5O7Si overall (ωB97M-V/def2-TZVPD).

```
142
C39H87BF2N5O7Si | the Open Molecules 2025 dataset | ωB97M-V/def2-TZVPD
C 6.095 -2.041 -4.214
C 5.375 -1.695 -2.774
C 6.106 -2.579 -1.604
C 5.943 -1.995 -0.081
C 4.449 -1.429 0.292
C 4.202 0.157 -0.053
C 2.602 0.506 -0.391
O 1.598 -0.022 0.592
B 0.779 -1.148 0.019
O 1.441 -1.336 -1.293
C 2.055 -0.108 -1.824
C 1.148 0.880 -2.808
F 2.027 2.085 -3.053
F -0.075 1.409 -2.149
C 0.897 0.202 -4.280
C -0.651 -0.228 -4.598
Si -1.182 -1.954 -3.932
C -2.287 -2.766 -5.340
C 0.270 -3.197 -3.643
C -2.392 -1.814 -2.392
C -2.879 -0.348 -1.796
C -3.859 -0.135 -0.487
C -4.419 -1.473 0.278
C -4.005 -2.965 -0.301
C -2.996 -3.157 -1.614
H 6.906 -1.189 -4.408
H 5.318 -2.078 -5.099
H 6.607 -3.096 -4.122
H 4.230 -1.986 -2.900
H 5.461 -0.524 -2.633
H 5.726 -3.696 -1.727
H 7.274 -2.556 -1.849
H 6.136 -2.920 0.648
H 6.810 -1.228 0.164
H 3.649 -2.161 -0.154
H 4.347 -1.526 1.477
H 4.928 0.612 -0.850
H 4.422 0.751 0.960
H 2.539 1.669 -0.209
H -0.246 -0.654 -0.280
H 0.641 -2.117 0.689
H 3.048 -0.196 -2.437
H 1.194 1.024 -5.093
H 1.665 -0.673 -4.415
H -0.743 -0.284 -5.787
H -1.460 0.560 -4.258
H -2.545 -3.890 -5.038
H -3.266 -2.151 -5.523
H -1.672 -2.851 -6.348
H 0.283 -3.605 -2.522
H 1.332 -2.755 -3.867
H 0.135 -4.172 -4.314
H -2.504 0.624 -2.338
H -4.095 0.974 -0.155
H -5.100 -1.329 1.224
H -4.439 -3.906 0.250
H -2.736 -4.239 -1.973
C 2.021 2.994 5.210
C 2.034 1.967 4.079
C 3.020 0.800 4.315
O 4.392 1.134 4.086
C 5.025 1.791 5.176
N 2.311 2.658 2.810
H 2.892 3.655 5.189
H 1.135 3.634 5.131
H 1.988 2.501 6.186
H 1.025 1.538 4.023
H 2.785 0.009 3.592
H 2.888 0.356 5.310
H 4.658 1.435 6.143
H 4.891 2.870 5.087
H 6.098 1.587 5.117
H 2.224 1.985 2.047
H 3.306 2.899 2.807
C -9.933 0.706 -1.058
C -10.064 -0.619 -0.310
C -9.698 -0.522 1.189
O -8.292 -0.466 1.448
C -7.719 0.826 1.300
N -9.257 -1.638 -0.997
H -8.893 0.965 -1.275
H -10.453 0.652 -2.021
H -10.378 1.525 -0.486
H -11.119 -0.919 -0.370
H -10.052 -1.436 1.682
H -10.216 0.312 1.678
H -8.407 1.620 1.605
H -7.395 0.973 0.268
H -6.830 0.877 1.934
H -9.424 -2.541 -0.551
H -8.275 -1.442 -0.784
C -1.551 1.316 -11.191
C -1.683 -0.008 -10.443
C -1.317 0.089 -8.944
O 0.089 0.144 -8.685
C 0.662 1.437 -8.833
N -0.876 -1.027 -11.130
H -0.512 1.576 -11.408
H -2.072 1.262 -12.154
H -1.997 2.136 -10.619
H -2.738 -0.308 -10.503
H -1.670 -0.825 -8.451
H -1.835 0.923 -8.455
H -0.026 2.231 -8.528
H 0.986 1.584 -9.865
H 1.551 1.487 -8.199
H -1.043 -1.931 -10.684
H 0.106 -0.831 -10.917
C 3.667 7.942 9.188
C 2.731 6.747 9.017
C 3.470 5.393 8.914
O 4.081 5.152 7.643
C 5.349 5.771 7.475
N 1.868 6.980 7.849
H 4.165 8.224 8.257
H 3.104 8.820 9.525
H 4.436 7.733 9.938
H 2.095 6.706 9.911
H 2.728 4.595 9.040
H 4.198 5.268 9.725
H 5.920 5.804 8.407
H 5.220 6.776 7.068
H 5.915 5.190 6.743
H 1.182 6.226 7.795
H 2.444 6.842 7.013
C 0.470 -4.253 3.622
C -0.879 -3.639 3.257
C -1.955 -3.814 4.354
O -2.521 -5.127 4.417
C -1.738 -6.068 5.138
N -1.325 -4.194 1.971
H 0.476 -5.343 3.527
H 1.253 -3.874 2.955
H 0.755 -3.996 4.646
H -0.717 -2.560 3.127
H -2.790 -3.145 4.116
H -1.582 -3.504 5.338
H -1.214 -5.611 5.982
H -1.031 -6.556 4.465
H -2.409 -6.840 5.525
H -2.179 -3.712 1.686
H -1.639 -5.153 2.147
```

Properties
E_HOMO ... -3.99 eV
Orbital gap ... 6.1 eV
Charge ... -1
LUMO ... 2.2 eV
DFT total energy ... -77613.143 eV

***

# 6
Entry from the Open Molecules 2025 dataset: C30H52BrN3P2SSr as an isolated structure (ωB97M-V/def2-TZVPD).

```
90
C30H52BrN3P2SSr | the Open Molecules 2025 dataset | ωB97M-V/def2-TZVPD
N 7.300 2.106 7.267
C 7.487 0.906 6.702
C 6.793 0.502 5.544
C 5.863 1.372 4.931
C 5.706 2.645 5.541
C 6.430 2.951 6.708
C 5.077 1.009 3.751
Sr 2.591 -0.156 0.074
P -0.590 2.530 -4.756
C 4.382 1.928 3.001
C 3.087 1.711 2.423
C 2.589 2.582 1.434
C 1.290 2.489 0.976
C 0.429 1.473 1.476
C 1.017 0.448 2.276
C 2.319 0.566 2.766
Br 0.133 0.879 -1.147
H 5.055 -0.058 3.502
H 4.793 2.937 2.885
H 6.987 -0.481 5.127
H 5.028 3.382 5.152
H 8.215 0.233 7.169
H 6.307 3.918 7.213
H 3.245 3.379 1.065
H 2.726 -0.171 3.477
H 0.961 3.167 0.180
H 0.418 -0.414 2.546
P -1.340 1.664 1.675
C 0.936 1.638 -4.335
C 1.953 1.870 -5.456
H 0.684 0.571 -4.239
H 1.294 2.028 -3.370
H 2.804 1.198 -5.349
H 1.510 1.691 -6.443
H 2.331 2.897 -5.453
C -0.548 3.985 -3.643
C -1.423 5.121 -4.190
H 0.503 4.308 -3.578
H -0.892 3.632 -2.659
H -1.264 6.029 -3.601
H -1.182 5.356 -5.234
H -2.488 4.874 -4.141
C -1.962 1.533 -4.044
C -2.632 0.679 -5.119
H -2.677 2.283 -3.673
H -1.575 0.931 -3.208
H -3.356 -0.003 -4.663
H -3.188 1.299 -5.832
H -1.919 0.078 -5.697
C -2.338 0.248 1.210
C -3.750 0.298 1.806
H -1.786 -0.681 1.455
H -2.395 0.298 0.111
H -3.796 -0.201 2.782
H -4.093 1.336 1.915
H -4.448 -0.209 1.133
C -2.006 3.101 0.821
C -1.745 4.446 1.486
H -3.093 2.906 0.710
H -1.539 3.050 -0.178
H -2.286 4.555 2.432
H -0.683 4.627 1.660
H -2.122 5.224 0.818
C -1.546 1.902 3.450
C -1.450 0.648 4.322
H -2.507 2.419 3.584
H -0.738 2.601 3.709
H -0.458 0.579 4.787
H -2.179 0.694 5.146
H -1.633 -0.302 3.800
C -0.376 -5.526 -3.241
C -0.563 -5.318 -1.757
N -0.272 -3.904 -1.416
C -0.720 -3.409 -0.233
S 0.321 -2.459 0.779
N -2.002 -3.765 0.119
C -3.081 -3.712 -0.899
C -4.314 -4.466 -0.422
H -0.968 -4.807 -3.817
H -0.694 -6.538 -3.503
H 0.673 -5.425 -3.526
H -1.576 -5.560 -1.428
H 0.123 -5.972 -1.199
H 0.702 -3.637 -1.588
H -2.278 -3.406 1.026
H -3.347 -2.659 -1.080
H -2.709 -4.120 -1.842
H -4.784 -3.976 0.441
H -5.056 -4.482 -1.232
H -4.077 -5.505 -0.154
```

Properties
E_HOMO ... -11.45 eV
Orbital gap ... 5.0 eV
Charge ... +2
Energy above the lowest of the compared OMol25 structures with the same formula, charge and spin ... 0.0 kcal/mol
LUMO ... -6.5 eV
DFT total energy ... -136702.763 eV

***

Look up the DFT total energy of the first one.
-7665.737 eV